[1]
39
Properties=species:S:1:pos:R:3:forces:R:3 method="wB97M-V/def2-TZVPD" charge=+1 e_lumo_ev=-5.71 homo_energy_ev=-11.3664 orbital_gap_ev=5.66 energy_ha=-1568.5108
N 4.146292 -0.577634 1.304552 -0.80 0.36 -2.07
C 3.669829 -0.526956 0.238944 1.58 -0.57 2.66
O 3.050107 -0.605605 -0.902943 -0.65 0.19 -0.20
C 1.692597 -0.629243 -0.629091 1.44 0.07 -0.53
N 1.067789 0.464531 -0.860049 -0.72 0.02 0.12
N -0.215392 0.377376 -0.554661 0.03 1.14 -0.49
C -0.838872 -0.665005 -0.070774 -1.61 -0.28 1.25
S -2.573078 -0.520594 0.284513 -0.66 0.08 -0.49
C -0.174283 -1.853146 0.137372 0.03 0.09 0.04
C 1.148081 -1.837076 -0.155618 0.05 -0.34 -0.26
O 1.939993 -2.875026 0.010600 0.57 -0.52 0.18
H -0.758465 1.218077 -0.718283 0.02 0.21 -0.03
H -2.570023 -0.143613 1.580980 0.55 -0.07 -0.11
H -0.667066 -2.719288 0.529449 -0.21 -0.26 0.09
H 1.932234 -3.472177 -0.748668 0.10 -0.25 -0.01
F 3.183547 1.797362 -5.743555 -0.04 0.00 -0.01
C 4.221035 1.576858 -4.915698 0.17 -0.02 0.10
C 3.976625 1.047240 -3.665257 -0.19 -0.10 0.13
C 5.044937 0.815156 -2.812248 0.21 0.19 -0.35
C 6.336922 1.123392 -3.212638 0.07 -0.02 0.04
C 6.561277 1.659691 -4.473287 -0.10 -0.05 0.08
C 5.498590 1.885100 -5.335943 0.06 0.08 -0.17
H 2.959511 0.822949 -3.369820 -0.02 0.02 -0.05
H 4.874551 0.399602 -1.837838 0.07 -0.02 0.15
H 7.167640 0.945485 -2.543569 0.01 0.01 0.00
H 7.566596 1.903843 -4.786535 0.01 0.00 -0.03
H 5.654038 2.295157 -6.324568 -0.03 0.01 0.00
F -5.335516 -1.930697 2.266772 0.09 0.02 -0.06
C -5.739975 -1.039252 3.203875 -0.10 0.18 0.21
C -5.127046 -1.044447 4.440392 0.22 -0.14 0.00
C -5.539093 -0.126293 5.395704 -0.08 0.07 -0.08
C -6.556816 0.771399 5.105501 -0.01 0.04 0.05
C -7.162193 0.756052 3.856525 0.10 -0.03 0.09
C -6.750174 -0.152658 2.892776 -0.08 0.00 -0.24
H -4.342137 -1.759852 4.649845 -0.03 -0.03 -0.01
H -5.066264 -0.113881 6.367881 0.01 -0.03 0.01
H -6.878868 1.482105 5.853914 -0.01 0.00 0.00
H -7.958547 1.451675 3.631615 -0.01 0.00 -0.02
H -7.205483 -0.177093 1.911417 -0.01 -0.04 0.01



[2]
40
Properties=species:S:1:pos:R:3:forces:R:3 method="wB97M-V/def2-TZVPD" charge=0 e_lumo_ev=0.09 homo_energy_ev=-8.8737 orbital_gap_ev=8.96 smiles="O=C1COc2ccc(C(=O)COC(=O)CNC(=O)c3ccco3)cc2N1" relative_energy_kcal_mol=1.80 energy_ha=-1292.4494
O 2.604358 1.811471 2.565129 0.26 0.11 0.22
C 1.790979 2.194858 1.755457 -0.11 0.12 -0.25
C 1.774115 3.614619 1.204016 0.21 0.23 0.45
O 1.217338 3.765275 -0.088079 0.01 -0.18 -0.27
C 0.134260 3.000479 -0.377102 -0.47 -0.30 -0.04
C -0.712036 3.380239 -1.412343 0.20 -0.02 0.25
C -1.807469 2.603651 -1.728319 -0.08 -0.24 0.10
C -2.074166 1.424012 -1.031453 0.36 0.53 0.01
C -3.272912 0.649136 -1.414066 -0.03 -0.35 0.04
O -4.241149 1.155997 -1.924526 0.02 -0.08 0.05
C -3.264043 -0.851741 -1.109990 -0.53 0.02 -0.30
O -1.976396 -1.452135 -1.152996 -0.04 -0.19 0.29
C -1.321347 -1.344955 -2.312348 0.37 -0.07 -0.22
O -1.745321 -0.764968 -3.273909 -0.11 -0.04 -0.03
C 0.024319 -2.051110 -2.252347 -0.08 -0.13 -0.05
N 0.661297 -1.943189 -0.969153 0.06 0.27 -0.14
C 0.785787 -3.016880 -0.142052 0.02 0.37 -0.23
O 0.409713 -4.131217 -0.443588 0.02 -0.18 0.17
C 1.446883 -2.714374 1.134325 0.17 -1.06 0.77
C 1.859406 -3.557486 2.132457 -0.36 0.41 -0.77
C 2.468663 -2.744092 3.113404 -0.02 0.55 -0.12
C 2.385104 -1.465879 2.652120 0.37 -0.43 0.74
O 1.766178 -1.432388 1.457862 -0.15 0.17 -0.42
C -1.217550 1.030813 -0.003861 -0.10 0.25 -0.15
C -0.121225 1.810797 0.318243 0.01 0.42 -0.25
N 0.781261 1.413576 1.306791 -0.11 -0.30 0.11
H 2.797613 3.991386 1.148066 -0.17 -0.15 0.08
H 1.216122 4.235397 1.924067 0.09 -0.11 -0.10
H -0.492082 4.286954 -1.951730 0.03 0.13 -0.06
H -2.475862 2.891348 -2.524042 -0.06 0.04 -0.08
H -3.931891 -1.337640 -1.829143 0.08 0.14 0.14
H -3.639136 -1.022337 -0.097566 0.05 0.01 -0.09
H -0.146683 -3.122435 -2.419693 0.01 0.21 -0.08
H 0.658238 -1.657242 -3.051932 -0.17 -0.05 0.09
H 0.979204 -1.037776 -0.663241 0.05 -0.08 0.05
H 1.738030 -4.620501 2.143357 -0.06 -0.23 -0.08
H 2.908721 -3.066221 4.034144 0.12 0.01 0.21
H 2.715968 -0.525072 3.051455 -0.02 0.18 -0.06
H -1.397589 0.128357 0.560332 0.00 -0.11 0.05
H 0.713301 0.471275 1.672250 0.12 0.14 -0.04



[3]
38
Properties=species:S:1:pos:R:3:forces:R:3 method="wB97M-V/def2-TZVPD" charge=-1 e_lumo_ev="2.86 / 2.37" homo_energy_ev="-2.8864 / -4.4640" spin_multiplicity=3 orbital_gap_ev="5.74 / 6.84" relative_energy_kcal_mol=9.94 energy_ha=-1165.5264
Pt -0.086126 -0.540277 0.268416 0.06 0.59 0.03
O 0.360363 1.793604 0.337066 -0.44 -0.26 -0.29
C 0.925947 2.207639 1.396031 0.46 -0.05 0.02
C 0.581146 3.469997 1.956213 -0.04 0.30 0.05
C 1.116799 3.918429 3.134360 -0.23 -0.08 -0.31
C 2.065165 3.154688 3.822447 0.36 -0.23 0.36
C 2.499244 1.972769 3.274290 0.04 0.08 0.08
C 1.985664 1.491779 2.060610 -0.52 0.06 0.12
C 2.518057 0.322855 1.458390 0.05 -0.10 -0.58
N 2.023289 -0.199720 0.379264 0.25 -0.06 0.69
C 2.692620 -1.257386 -0.333660 0.27 -0.32 -0.14
C 1.994774 -1.397519 -1.692690 0.53 0.04 -0.05
N 0.566153 -1.392586 -1.488961 -0.56 -0.11 -0.91
C -0.213187 -1.401074 -2.549656 0.78 -0.05 0.45
C -1.613499 -1.590555 -2.512283 -0.63 0.04 0.44
C -2.364900 -1.561579 -3.703466 0.00 -0.03 -0.01
C -3.716108 -1.803182 -3.719222 0.10 0.00 -0.49
C -4.379327 -2.083728 -2.522384 0.07 0.10 0.43
C -3.693858 -2.072269 -1.333724 -0.43 -0.07 -0.18
C -2.305774 -1.822147 -1.271431 0.29 -0.15 -0.14
O -1.734397 -1.856403 -0.116453 -0.07 0.06 0.09
H -0.151094 4.050875 1.415235 -0.14 0.03 0.01
H 0.789383 4.864708 3.551079 -0.02 -0.01 -0.04
H 2.440861 3.487074 4.781679 0.06 0.01 -0.03
H 3.252119 1.381205 3.784601 0.05 -0.01 0.02
H 3.421555 -0.109065 1.906502 0.09 0.07 -0.13
H 2.627465 -2.206087 0.223672 -0.03 0.12 -0.14
H 3.754592 -1.013159 -0.483778 -0.16 -0.11 0.03
H 2.290454 -2.342452 -2.173424 0.02 0.23 0.08
H 2.301404 -0.564538 -2.344605 0.00 -0.07 0.07
H 0.245949 -1.282892 -3.537839 0.03 -0.03 0.04
H -1.842199 -1.342338 -4.627272 0.02 -0.02 -0.08
H -4.269903 -1.792551 -4.649576 0.06 0.04 -0.04
H -5.442912 -2.283077 -2.525144 -0.06 -0.03 -0.02
H -4.195043 -2.266893 -0.396320 -0.01 0.01 0.08
O -2.080908 1.440542 3.426163 -0.73 0.97 0.65
C -1.485651 0.713657 2.710630 0.27 -0.57 0.03
N -0.878114 -0.088345 2.095239 0.21 -0.38 -0.17



[4]
39
Properties=species:S:1:pos:R:3:forces:R:3 method="wB97M-V/def2-TZVPD" charge=0 e_lumo_ev=-0.74 homo_energy_ev=-8.5151 orbital_gap_ev=7.77 smiles="COc1ccccc1NC(=O)c1ccc(-n2cccn2)c([N+](=O)[O-])c1" relative_energy_kcal_mol=68.72 energy_ha=-1176.0981
C -4.269868 -1.411708 -2.515896 -0.11 -0.11 -0.19
O -3.595568 -0.682614 -1.520357 -0.02 0.34 0.31
C -4.314197 -0.148516 -0.503980 0.06 0.13 0.07
C -5.703031 -0.104021 -0.445851 0.12 -0.15 -0.20
C -6.345479 0.547268 0.593520 0.01 0.06 0.10
C -5.618189 1.171935 1.589177 -0.11 0.06 0.01
C -4.236028 1.112965 1.559838 0.05 -0.13 -0.16
C -3.580309 0.444278 0.539022 -0.22 -0.20 -0.11
N -2.172882 0.374998 0.532923 -0.08 0.44 -0.03
C -1.472895 -0.780294 0.362874 0.23 -0.07 0.12
O -1.978660 -1.875173 0.257468 0.04 -0.08 0.12
C 0.014809 -0.599883 0.337097 0.33 -0.07 -0.05
C 0.812109 -1.673625 0.739148 -0.11 0.20 -0.08
C 2.184919 -1.594823 0.680464 0.04 0.13 -0.07
C 2.820961 -0.436948 0.223809 -0.80 0.11 0.02
N 4.204239 -0.461964 0.106074 0.73 0.23 -0.36
C 5.004861 0.139867 -0.815631 0.32 -0.20 -0.06
C 6.283830 -0.268985 -0.557453 -0.19 0.11 -0.06
C 6.166530 -1.129109 0.552758 -0.12 0.18 -0.24
N 4.917246 -1.248369 0.926391 -0.12 -0.46 0.76
C 2.020073 0.657340 -0.131415 -0.35 -1.06 0.36
N 2.557133 1.959544 -0.443970 0.19 0.45 -0.01
O 3.578406 2.297312 0.114942 0.13 0.16 0.11
O 1.920890 2.655138 -1.206580 -0.09 0.21 -0.26
C 0.631609 0.560581 -0.098492 0.06 -0.07 0.02
H -4.836304 -2.243066 -2.086884 0.01 0.03 0.00
H -3.490859 -1.806428 -3.165864 -0.09 0.01 0.01
H -4.939750 -0.771149 -3.099978 0.02 -0.05 0.04
H -6.293659 -0.565795 -1.220739 -0.02 -0.05 -0.10
H -7.424411 0.572330 0.613951 -0.09 0.00 0.00
H -6.119775 1.692579 2.389731 -0.04 0.04 0.07
H -3.652989 1.580166 2.340511 0.08 0.00 0.09
H -1.685066 1.191483 0.869670 0.02 -0.17 -0.08
H 0.323679 -2.574978 1.076350 -0.02 -0.09 0.01
H 2.808521 -2.423781 0.975301 0.02 -0.04 -0.02
H 4.624625 0.766577 -1.595378 -0.11 0.14 -0.09
H 7.175441 0.001989 -1.083098 0.14 0.09 -0.15
H 6.940907 -1.653638 1.075710 0.12 -0.14 0.14
H 0.064042 1.418215 -0.430295 -0.01 0.00 -0.02